# 1
75
Properties=species:S:1:pos:R:3:lowdin_charge:R:1 method="wB97M-V/def2-TZVPD" charge=+1 homo_energy_ev=-10.87 homo_lumo_gap_ev=8.738
O -1.878 0.520 1.285 -0.30
V -0.687 0.280 0.277 0.91
O -1.151 -0.717 -0.855 -0.31
C -0.220 1.518 4.681 -0.69
O 0.548 2.457 4.898 -0.01
N 0.100 0.218 4.931 0.17
N -1.484 1.641 4.194 0.16
H -0.529 -0.496 4.622 0.06
H 0.950 -0.056 5.385 0.10
H -1.781 2.572 3.965 0.10
H -1.932 0.843 3.744 0.04
C 0.218 -2.337 2.095 -0.59
O 0.133 -1.289 1.427 -0.05
N 1.277 -3.163 1.935 0.20
N -0.706 -2.708 2.983 0.20
H 1.314 -3.969 2.529 0.11
H 1.992 -2.875 1.276 0.07
H -1.447 -2.007 3.104 0.06
H -0.771 -3.644 3.329 0.11
C 2.200 1.021 -1.340 -0.60
O 1.402 0.383 -0.637 -0.06
N 1.946 1.570 -2.544 0.21
N 3.484 1.178 -0.941 0.19
H 2.634 2.047 -3.093 0.12
H 1.062 1.347 -2.984 0.07
H 4.233 1.348 -1.585 0.11
H 3.672 1.033 0.033 0.10
C 1.069 2.794 1.855 -0.62
O 0.387 1.770 1.719 -0.04
N 0.483 4.009 1.813 0.18
N 2.416 2.801 1.877 0.20
H 1.077 4.820 1.836 0.11
H -0.503 4.085 1.989 0.13
H 2.940 1.953 1.970 0.11
H 2.898 3.680 1.892 0.11
C -0.869 3.151 -1.525 -0.58
O -1.074 2.284 -0.672 -0.01
N -0.973 2.977 -2.882 0.19
N -0.475 4.420 -1.212 0.18
H -1.119 2.061 -3.274 0.06
H -0.664 3.778 -3.388 0.10
H -0.150 5.015 -1.944 0.10
H -0.281 4.613 -0.248 0.07
C -3.813 -1.278 3.799 -0.61
O -2.647 -0.880 3.671 -0.05
N -4.863 -0.850 3.037 0.19
N -4.174 -2.114 4.789 0.18
H -5.771 -1.202 3.260 0.10
H -4.579 -0.405 2.178 0.11
H -3.433 -2.382 5.416 0.12
H -5.068 -2.563 4.817 0.11
C 3.835 -3.686 -1.508 -0.05
C 3.123 -2.370 -1.366 -0.48
C 1.716 -2.401 -1.936 -0.05
O 2.989 -2.088 0.022 -0.09
H 4.860 -3.575 -1.152 0.08
H 3.962 -3.981 -2.553 0.09
H 3.300 -4.512 -1.042 0.09
H 3.694 -1.550 -1.822 0.13
H 1.080 -3.109 -1.399 0.10
H 1.635 -2.638 -3.002 0.08
H 1.103 -1.494 -1.943 0.05
H 2.303 -1.398 0.045 0.05
C -1.189 -1.461 -5.415 -0.04
C -1.522 -0.098 -4.802 -0.47
C -2.560 -0.199 -3.695 -0.04
O -0.347 0.530 -4.271 -0.10
H -0.929 -2.211 -4.669 0.08
H -0.419 -1.343 -6.180 0.08
H -2.092 -1.821 -5.911 0.09
H -1.925 0.543 -5.595 0.14
H -3.500 -0.519 -4.145 0.09
H -2.568 0.745 -3.158 0.07
H -2.285 -1.030 -3.044 0.07
H 0.337 0.419 -4.943 0.10

=====

# 2
128
Properties=species:S:1:pos:R:3:lowdin_charge:R:1 method="wB97M-V/def2-TZVPD" charge=0 homo_energy_ev=-9.21 homo_lumo_gap_ev=9.547
C 17.626 -20.929 14.077 -0.11
O 18.733 -21.184 13.237 -0.21
C 18.588 -20.662 11.878 -0.13
C 20.015 -20.310 11.268 -0.39
C 21.031 -21.486 11.233 -0.05
N 20.724 -19.186 11.842 0.03
H 17.730 -21.380 15.063 0.09
H 16.746 -21.292 13.546 0.08
H 17.577 -19.841 14.127 0.05
H 18.105 -21.408 11.247 0.12
H 17.900 -19.819 11.814 0.09
H 19.887 -19.927 10.255 0.11
H 20.740 -22.380 10.681 0.08
H 21.215 -21.844 12.245 0.08
H 21.995 -21.198 10.814 0.07
H 21.430 -19.596 12.437 0.07
H 20.165 -18.606 12.452 0.06
C 13.385 -15.521 8.923 -0.10
O 12.968 -16.651 9.704 -0.19
C 14.134 -17.294 10.270 -0.18
C 13.686 -18.483 11.159 -0.45
C 14.844 -19.378 11.637 -0.05
N 12.690 -19.292 10.554 0.05
H 14.344 -15.127 9.260 0.06
H 12.636 -14.817 9.285 0.09
H 13.531 -15.632 7.848 0.09
H 14.772 -17.606 9.443 0.13
H 14.713 -16.674 10.955 0.10
H 13.214 -17.983 12.006 0.12
H 15.661 -18.864 12.142 0.05
H 15.274 -19.939 10.808 0.08
H 14.454 -20.077 12.377 0.08
H 12.308 -18.725 9.811 0.06
H 13.155 -20.036 10.054 0.07
C 13.813 -16.382 14.758 -0.14
O 15.074 -15.980 15.127 -0.18
C 16.114 -16.709 14.458 -0.17
C 17.507 -16.324 15.009 -0.38
C 17.922 -14.858 14.786 -0.05
N 18.554 -17.317 14.559 0.05
H 13.562 -16.190 13.715 0.07
H 13.219 -15.730 15.399 0.10
H 13.650 -17.447 14.918 0.09
H 15.884 -17.754 14.663 0.11
H 16.210 -16.540 13.385 0.11
H 17.540 -16.442 16.092 0.13
H 18.906 -14.628 15.194 0.07
H 17.191 -14.170 15.209 0.08
H 18.051 -14.659 13.722 0.06
H 19.102 -17.626 15.350 0.07
H 19.191 -16.733 14.036 0.01
C 25.422 -17.757 11.777 -0.10
O 24.601 -16.888 12.546 -0.20
C 23.248 -16.809 12.105 -0.18
C 22.395 -15.878 12.990 -0.39
C 22.412 -16.180 14.488 -0.07
N 20.976 -15.830 12.577 0.06
H 26.250 -18.285 12.250 0.09
H 25.632 -17.233 10.845 0.09
H 24.822 -18.622 11.494 0.07
H 23.337 -16.349 11.121 0.12
H 22.910 -17.843 12.040 0.10
H 22.718 -14.837 12.961 0.14
H 21.773 -15.450 14.984 0.07
H 23.391 -16.109 14.962 0.07
H 22.159 -17.231 14.631 0.07
H 20.714 -15.254 11.791 0.05
H 20.845 -16.741 12.161 0.02
C 13.736 -12.996 12.627 -0.11
O 15.155 -12.920 12.741 -0.18
C 15.749 -12.771 11.396 -0.17
C 17.220 -12.447 11.400 -0.39
C 17.611 -11.345 12.417 -0.04
N 17.719 -11.925 10.103 0.05
H 13.277 -13.305 13.566 0.08
H 13.442 -13.661 11.815 0.08
H 13.345 -11.987 12.494 0.08
H 15.597 -13.749 10.938 0.10
H 15.296 -12.035 10.731 0.12
H 17.755 -13.386 11.543 0.12
H 17.455 -11.729 13.425 0.07
H 16.969 -10.471 12.310 0.08
H 18.604 -10.909 12.309 0.07
H 16.978 -11.310 9.797 0.08
H 17.640 -12.636 9.390 0.04
C 24.501 -19.105 7.541 -0.09
O 23.119 -18.946 7.245 -0.17
C 22.472 -18.157 8.183 -0.27
C 21.037 -17.994 7.828 -0.37
C 20.956 -17.058 6.585 -0.03
N 20.446 -17.372 9.021 0.07
H 24.987 -19.655 6.735 0.09
H 24.782 -19.528 8.506 0.08
H 24.893 -18.094 7.432 0.09
H 22.649 -18.683 9.121 0.12
H 22.936 -17.185 8.345 0.13
H 20.521 -18.933 7.629 0.15
H 19.941 -16.782 6.300 0.07
H 21.469 -17.620 5.804 0.08
H 21.434 -16.085 6.705 0.07
H 20.853 -17.943 9.748 0.04
H 20.888 -16.469 9.120 0.04
O 20.976 -14.518 9.360 -0.13
C 21.697 -13.371 8.829 -0.18
C 21.290 -12.038 9.535 -0.21
O 20.135 -11.573 8.839 -0.10
H 20.092 -14.471 8.987 0.03
H 22.751 -13.525 9.059 0.10
H 21.664 -13.486 7.745 0.12
H 22.089 -11.309 9.402 0.11
H 21.089 -12.104 10.604 0.12
H 19.432 -11.654 9.488 0.00
O 15.942 -12.572 7.862 -0.07
C 16.465 -13.357 6.814 -0.24
C 17.961 -13.605 6.889 -0.20
O 18.389 -14.388 7.997 -0.09
H 15.058 -12.235 7.696 0.10
H 15.930 -14.307 6.811 0.11
H 16.248 -12.903 5.847 0.12
H 18.564 -12.700 6.821 0.13
H 18.109 -14.222 6.002 0.12
H 17.694 -14.969 8.315 0.06
C 17.713 -16.505 10.552 -0.13
O 17.691 -16.842 9.158 -0.16
H 17.618 -17.389 11.182 0.06
H 18.711 -16.074 10.641 0.06
H 17.037 -15.715 10.879 0.06
H 18.591 -17.125 8.983 0.01

=====

# 3
68
Properties=species:S:1:pos:R:3:nbo_charge:R:1 method="wB97M-V/def2-TZVPD" charge=+1 homo_energy_ev="-10.16 / -10.75" homo_lumo_gap_ev="6.884 / 5.698" s2=2.045 multiplicity=3
Pd 0.330 2.041 -0.411 0.59
Cl 0.882 2.316 4.826 0.12
C -0.491 2.719 3.918 -0.05
C -1.701 2.987 4.540 -0.26
C -2.820 3.314 3.797 0.04
Cl -4.285 3.655 4.613 0.09
C -2.796 3.360 2.359 -0.14
C -3.911 3.691 1.568 -0.11
C -3.777 3.665 0.201 -0.23
C -2.559 3.277 -0.362 0.09
N -1.494 2.972 0.367 -0.46
C -1.596 3.046 1.710 0.13
C -0.348 2.774 2.475 0.40
O 0.735 2.623 1.890 -0.52
H -1.771 2.949 5.616 0.26
H -4.849 3.957 2.030 0.25
H -4.605 3.910 -0.448 0.25
H -2.444 3.196 -1.436 0.23
C -0.303 -2.125 4.030 -0.19
C -1.115 -1.029 3.777 -0.21
C -1.263 -0.566 2.479 -0.26
C -0.617 -1.193 1.415 -0.27
C 0.198 -2.286 1.683 -0.26
C 0.352 -2.750 2.982 -0.20
Sb -0.744 -0.326 -0.515 1.16
C -2.814 -0.504 -0.938 -0.38
C -3.271 -1.229 -2.032 -0.16
C -4.626 -1.287 -2.325 -0.22
C -5.542 -0.622 -1.527 -0.20
C -5.097 0.107 -0.434 -0.20
C -3.743 0.168 -0.149 -0.24
C 0.023 -1.866 -1.722 -0.41
C -0.432 -3.177 -1.620 -0.16
C 0.068 -4.160 -2.460 -0.21
C 1.015 -3.835 -3.421 -0.19
C 1.463 -2.530 -3.538 -0.22
C 0.975 -1.549 -2.685 -0.22
H -0.181 -2.488 5.040 0.22
H -1.631 -0.535 4.589 0.22
H -1.900 0.294 2.311 0.19
H 0.722 -2.790 0.880 0.22
H 0.986 -3.604 3.175 0.22
H -2.575 -1.762 -2.668 0.21
H -4.966 -1.857 -3.178 0.22
H -6.597 -0.673 -1.753 0.22
H -5.806 0.626 0.198 0.22
H -3.426 0.742 0.712 0.20
H -1.182 -3.442 -0.885 0.21
H -0.292 -5.175 -2.376 0.22
H 1.392 -4.598 -4.087 0.23
H 2.182 -2.273 -4.304 0.22
H 1.311 -0.523 -2.797 0.21
N 2.330 1.855 -1.155 -0.51
C 3.311 1.247 -1.253 0.57
N 4.438 0.619 -1.432 -0.46
C 4.603 -0.253 -2.604 -0.24
C 6.091 -0.356 -2.905 -0.08
O 6.796 -0.810 -1.771 -0.51
C 6.695 0.117 -0.711 -0.08
C 5.250 0.259 -0.257 -0.23
H 4.060 0.190 -3.439 0.22
H 4.188 -1.239 -2.380 0.21
H 6.480 0.620 -3.226 0.18
H 6.267 -1.082 -3.701 0.21
H 7.087 1.093 -1.026 0.18
H 7.313 -0.263 0.103 0.22
H 5.145 1.049 0.486 0.23
H 4.881 -0.684 0.160 0.20

=====

| no. | M (u) | total energy (hartree) |
| --- | --- | --- |
| 1 | 563.470 | -2834.8422 |
| 2 | 691.006 | -2310.0564 |
| 3 | 784.673 | -2838.6156 |